[1]
ORCA calculation (the ωB97M-V functional and the def2-TZVPD basis) on 2 unconnected molecules or ions with the total composition C30H29O5S2 in a non-equilibrium geometry.

The geometry in XYZ format:
```
66
Properties=species:S:1:pos:R:3:forces:R:3:lowdin_charge:R:1
C 6.67017 -1.33581 -0.27570 0.183 0.111 0.034 -0.07
C 6.00385 -0.93199 -1.60363 -0.071 -0.293 0.149 -0.58
C 6.83360 0.19462 -2.22082 0.043 -0.113 0.030 -0.08
C 6.10704 -2.15656 -2.53264 0.115 0.056 -0.157 -0.07
C 4.53945 -0.57910 -1.36550 0.031 0.038 0.005 -0.23
C 3.94755 0.65640 -1.67084 0.178 -0.379 0.037 -0.07
C 2.59944 0.87313 -1.43658 -0.301 -0.360 0.189 -0.05
C 1.73333 -0.11823 -0.86713 1.740 -0.186 -0.101 -0.45
O 0.51602 0.09562 -0.61713 0.598 0.188 -0.126 -0.15
C 2.37301 -1.36980 -0.56802 -0.155 0.534 -0.145 -0.02
C 3.71426 -1.57222 -0.80420 -0.002 0.211 -0.146 -0.08
H 6.13959 -2.16358 0.21071 0.127 0.199 -0.115 0.07
H 7.70221 -1.65629 -0.48346 -0.128 0.038 0.199 0.07
H 6.69497 -0.48667 0.41943 -0.012 -0.163 -0.090 0.09
H 6.45273 0.48104 -3.20877 0.053 0.006 0.182 0.08
H 6.86044 1.07827 -1.57153 -0.026 -0.112 -0.145 0.08
H 7.86112 -0.18232 -2.33930 -0.171 0.249 -0.047 0.08
H 5.71069 -1.92043 -3.52882 0.053 -0.079 0.174 0.09
H 7.16684 -2.43811 -2.62802 -0.211 -0.062 -0.100 0.07
H 5.55234 -3.01568 -2.13528 0.136 0.210 -0.105 0.07
H 4.53168 1.47612 -2.10295 -0.082 -0.335 0.118 0.09
H 2.13805 1.81622 -1.68309 -0.030 0.289 -0.071 0.09
H 1.74323 -2.13590 -0.14304 -0.028 -0.223 0.112 0.10
H 4.14865 -2.54243 -0.55056 -0.143 0.207 -0.053 0.10
C 1.74364 1.40034 3.09680 -0.226 -0.005 -0.214 -0.07
C 0.70924 0.86150 3.86630 -0.160 0.081 -0.016 -0.08
C -0.61922 1.03195 3.48023 0.099 0.016 -0.167 -0.06
C -0.89655 1.74779 2.31472 0.093 -0.083 -0.042 -0.28
S -2.58114 1.79521 1.73132 0.654 -0.050 -0.083 0.69
C -2.71069 0.36640 0.70069 -0.095 0.220 -1.001 -0.31
C -1.73771 0.02011 -0.21895 -2.770 0.971 1.437 -0.03
C -1.81588 -1.25147 -0.90658 -0.129 -1.573 -0.297 -0.20
C -2.40395 -2.36165 -0.23792 0.203 0.345 -0.314 -0.04
C -2.78375 -3.50664 -0.93580 0.235 0.067 -0.594 -0.08
C -2.44320 -3.63358 -2.29235 -0.173 0.353 -0.087 -0.09
C -1.71316 -2.61277 -2.93373 -0.206 -0.094 0.416 -0.08
C -1.38454 -1.45610 -2.23589 -0.232 0.592 0.351 -0.02
S -4.41099 -0.20381 0.56188 0.348 -0.915 0.335 0.71
C -5.55652 1.10926 1.00796 -0.255 0.322 -0.045 -0.29
C -6.30356 0.98544 2.17741 0.133 0.036 -0.010 -0.07
C -7.22949 1.97012 2.51772 0.038 -0.009 -0.237 -0.08
C -7.41802 3.07193 1.67554 0.159 -0.129 -0.071 -0.08
C -6.69750 3.17014 0.47800 -0.069 -0.173 0.134 -0.07
C -5.78240 2.17464 0.13259 0.102 -0.126 0.154 -0.06
O -4.64250 -0.43804 -0.84619 -0.215 -0.033 0.418 -0.29
O -4.57121 -1.25940 1.54371 -0.682 0.234 -0.342 -0.33
O -3.42756 1.54313 2.88033 0.128 0.304 -0.295 -0.31
O -2.75969 2.96980 0.90601 0.015 0.055 0.416 -0.30
C 0.12028 2.31531 1.55235 -0.073 -0.116 0.025 -0.06
C 1.44447 2.11828 1.93704 -0.004 0.112 0.124 -0.06
H 2.78372 1.24237 3.38715 -0.306 0.031 -0.100 0.10
H 0.92455 0.28800 4.76596 0.034 0.147 -0.163 0.10
H -1.44638 0.61958 4.05641 0.244 0.036 -0.140 0.11
H -1.04667 0.81373 -0.44775 0.393 -0.444 -0.028 0.10
H -2.56617 -2.32763 0.83758 -0.149 0.201 -0.322 0.11
H -3.40688 -4.26122 -0.44172 0.511 0.187 -0.143 0.11
H -2.77741 -4.49915 -2.87980 0.192 0.322 0.363 0.09
H -1.44563 -2.68360 -3.99170 -0.024 -0.139 0.412 0.10
H -0.81552 -0.64556 -2.69094 -0.196 -0.242 -0.051 0.12
H -6.14769 0.11490 2.80742 0.062 0.190 -0.044 0.11
H -7.79934 1.86296 3.44405 0.157 0.111 -0.334 0.10
H -8.13676 3.84897 1.94918 0.251 -0.243 -0.107 0.10
H -6.84866 4.01591 -0.19901 0.021 -0.308 0.285 0.10
H -5.24420 2.21094 -0.81070 -0.014 0.070 0.196 0.12
H -0.13243 2.88858 0.66102 0.117 -0.229 0.173 0.12
H 2.23679 2.51703 1.30652 -0.109 -0.122 0.181 0.11
```
Forces are in eV/Å.

## Properties
DFT total energy (eV): -63487.4643
Total charge: -1
Highest occupied orbital energy (Ha): -0.1348
Gap between HOMO and LUMO (eV): 5.97

---

[2]
ORCA calculation (the ωB97M-V functional and the def2-TZVPD basis) on C4H5N3 in the gas phase in a non-equilibrium geometry.

The geometry in XYZ format:
```
12
Properties=species:S:1:pos:R:3:forces:R:3:lowdin_charge:R:1
H -0.61701 2.81999 0.68116 -0.193 -0.193 1.055 0.06
N -0.67767 2.21113 -0.10574 -0.129 1.083 -1.723 0.17
C -0.52902 0.99575 -0.03638 1.662 -2.853 3.186 -0.36
C -0.42791 0.04117 -1.22371 -0.127 1.784 2.738 -0.16
N 0.67278 -0.87158 -1.10730 0.769 -1.361 -1.480 0.05
C 0.94459 -1.43586 -0.01095 -1.656 2.466 0.618 -0.12
C 0.31244 -0.85389 1.22397 1.134 -0.928 1.305 -0.17
N -0.26485 0.26372 1.33475 -0.930 1.358 -2.182 0.11
H -1.37142 -0.46220 -1.11929 -0.550 -0.645 -0.887 0.13
H -0.35860 0.80140 -1.96679 0.041 -0.490 -1.645 0.10
H 1.73154 -2.14393 0.15142 0.396 -0.439 -0.424 0.10
H 0.58514 -1.36568 2.17888 -0.417 0.220 -0.562 0.11
```
Forces are in eV/Å.

## Properties
DFT total energy (eV): -8697.0652
Energy above the lowest of the compared OMol25 structures with the same formula, charge and spin (kcal per mole): 63.35
Highest occupied orbital energy (Ha): -0.3298
Gap between HOMO and LUMO (eV): 8.65

---

[3]
ORCA calculation (the ωB97M-V functional and the def2-TZVPD basis) on C7H12N2 in the gas phase in a non-equilibrium geometry.

The geometry in XYZ format:
```
21
Properties=species:S:1:pos:R:3:forces:R:3:lowdin_charge:R:1
C 2.30223 -0.37614 0.67791 -0.261 -0.033 0.149 -0.07
C -1.88624 -0.51786 -0.31024 -0.428 0.214 -0.148 -0.50
C -0.00947 1.00046 0.35860 0.284 -2.480 -1.931 -0.30
C 1.19865 0.01223 -0.26338 -0.449 2.089 0.159 -0.31
N -2.21095 0.33738 -1.22690 0.075 -0.150 0.255 0.10
N -2.71190 -1.57390 0.07805 0.122 -0.101 -0.070 0.10
C -0.69242 -0.32899 0.48133 -0.194 0.384 0.624 -0.03
C 0.48887 1.99612 1.22556 0.582 0.698 1.142 0.06
C 1.29766 -0.06982 -1.58671 -0.138 -0.347 -0.471 0.06
H -0.60643 1.46821 -0.44381 0.466 -0.167 0.075 0.11
H -3.16111 0.19919 -1.56697 0.137 -0.217 -0.040 0.04
H -2.32463 -2.26620 0.69983 0.033 0.061 -0.078 0.08
H -3.30164 -1.95952 -0.64272 0.043 0.023 0.044 0.09
H -0.34312 -1.13816 1.11251 -0.072 0.241 0.168 0.11
H 1.90243 -0.73922 1.62723 0.059 -0.034 0.004 0.08
H 2.92900 -1.15421 0.24227 -0.087 -0.018 -0.015 0.08
H 2.94432 0.47717 0.90710 -0.085 0.016 -0.037 0.08
H 1.42854 1.89391 1.74665 -0.087 -0.124 0.243 0.04
H 0.08775 2.99860 1.16903 -0.008 -0.050 -0.084 0.06
H 0.47253 0.19544 -2.23369 0.013 0.216 0.007 0.07
H 2.19593 -0.45468 -2.05168 -0.003 -0.221 0.005 0.07
```
Forces are in eV/Å.

## Properties
DFT total energy (eV): -10428.9754
Energy above the lowest of the compared OMol25 structures with the same formula, charge and spin (kcal per mole): 103.81
Highest occupied orbital energy (spin up / spin down) (Ha): -0.2838 / -0.2530
Gap between HOMO and LUMO (spin up / spin down) (eV): 7.62 / 7.08

---

[4]
ORCA calculation (the ωB97M-V functional and the def2-TZVPD basis) on 3 unconnected molecules or ions with the total composition C5H11NO2 in a non-equilibrium geometry.

The geometry in XYZ format:
```
19
Properties=species:S:1:pos:R:3:forces:R:3:lowdin_charge:R:1
C 2.54669 0.42033 0.15313 0.774 1.124 0.532 -0.01
C 1.27724 -0.14526 0.70043 1.009 1.499 0.414 -0.20
C 0.14311 -0.53858 -0.05616 -0.084 0.090 1.146 0.07
N -0.92736 -0.78621 0.80467 1.549 -1.297 -0.851 0.10
C -0.37679 -0.80374 2.05736 0.723 1.235 -0.115 0.04
C 0.95739 -0.27484 2.04088 -2.742 -1.528 -0.814 0.07
H 2.62663 1.50923 -0.06336 -1.387 -0.305 -0.191 0.12
H 3.25995 0.51269 0.98671 0.265 -1.131 -0.419 0.10
H 2.91526 -0.01747 -0.77655 0.092 -0.455 0.443 0.10
H 0.21073 -0.71905 -1.10348 -0.671 -0.124 -0.692 0.12
H -1.57322 -1.52850 0.55402 -0.474 0.418 -0.038 0.18
H -0.93781 -1.09835 2.92105 -0.293 -0.215 0.171 0.15
H 1.38912 -0.22029 2.99974 1.365 0.589 0.461 0.12
H -2.70445 1.52982 -0.64126 -0.307 0.158 -0.195 0.04
H -1.34890 1.99963 -0.19450 -0.312 0.442 -0.436 0.03
O -1.98472 2.10325 -0.92689 0.665 -0.637 0.639 -0.04
H -1.29155 -1.16915 -2.79996 -0.237 -0.134 -0.290 0.03
H -0.72160 0.23456 -2.78835 -0.238 0.329 -0.323 0.01
O -0.83206 -0.53508 -3.35900 0.303 -0.061 0.558 -0.04
```
Forces are in eV/Å.

## Properties
Multiplicity: 2
DFT total energy (eV): -10939.3302
Energy above the lowest of the compared OMol25 structures with the same formula, charge and spin (kcal per mole): 26.44
Total charge: +1
Expectation value of S²: 0.76
Highest occupied orbital energy (spin up / spin down) (Ha): -0.5474 / -0.5477
Gap between HOMO and LUMO (spin up / spin down) (eV): 10.40 / 7.12

---

[5]
ORCA calculation (the ωB97M-V functional and the def2-TZVPD basis) on 2 unconnected molecules or ions with the total composition C2H8Cl2NSi in a non-equilibrium geometry.

The geometry in XYZ format:
```
14
Properties=species:S:1:pos:R:3:forces:R:3:lowdin_charge:R:1
C -1.70273 0.59273 -0.56493 0.877 -1.188 -1.860 -0.05
C 0.07959 -0.83498 0.66033 0.115 1.416 1.764 -0.10
N -1.27835 -0.01757 0.65886 1.018 -1.366 1.029 -0.12
Si 2.84584 0.17439 -0.53787 -3.862 -0.359 -0.005 -0.21
Cl 4.34027 -0.82281 0.04201 1.898 -1.160 0.725 0.50
Cl 2.48999 1.97065 0.07283 0.256 1.457 0.381 0.41
H -2.56485 1.12434 -0.40664 -2.002 1.604 0.393 0.07
H -0.88774 1.19407 -0.82186 0.897 1.266 -1.078 0.07
H -1.95004 -0.13179 -1.39741 0.700 0.416 1.211 0.14
H -0.05836 -1.26416 1.69519 0.933 0.191 -0.941 0.04
H -0.11462 -1.61140 -0.02239 -0.246 -1.081 -1.017 -0.01
H -1.95458 -0.73148 0.78653 -0.897 -0.829 0.997 0.13
H -1.29915 0.59373 1.49848 0.011 -0.248 -0.991 0.18
H 2.05472 -0.23575 -1.66313 0.301 -0.121 -0.608 -0.06
```
Forces are in eV/Å.

## Properties
DFT total energy (eV): -36608.1997
Energy above the lowest of the compared OMol25 structures with the same formula, charge and spin (kcal per mole): 88.68
Total charge: +1
Highest occupied orbital energy (Ha): -0.4447
Gap between HOMO and LUMO (eV): 7.70

---

[6]
ORCA calculation (the ωB97M-V functional and the def2-TZVPD basis) on a molecular structure, C3H3NO in a non-equilibrium geometry.

The geometry in XYZ format:
```
8
Properties=species:S:1:pos:R:3:forces:R:3:lowdin_charge:R:1
C -1.02803 -0.11673 -0.04745 0.080 -0.317 0.288 -0.02
C 0.34266 0.19347 -0.12270 -0.208 0.004 -0.016 -0.47
O 0.53865 1.20239 -0.88485 -0.165 -0.092 0.028 0.04
C 1.46722 -0.48278 0.48826 0.783 -0.524 0.424 -0.10
N 2.34372 -1.04967 0.98780 -0.879 0.559 -0.490 0.19
H -1.60097 0.66882 0.45232 0.097 -0.028 -0.159 0.08
H -0.68746 0.90918 -1.08892 0.221 0.240 -0.069 0.21
H -1.37978 -1.12473 0.15698 0.072 0.159 -0.006 0.07
```
Forces are in eV/Å.

## Properties
DFT total energy (eV): -6693.2527
Energy above the lowest of the compared OMol25 structures with the same formula, charge and spin (kcal per mole): 74.70
Highest occupied orbital energy (Ha): -0.3608
Gap between HOMO and LUMO (eV): 8.83

---

[7]
ORCA calculation (the ωB97M-V functional and the def2-TZVPD basis) on C4H7NO2 in the gas phase.

The geometry in XYZ format:
```
14
Properties=species:S:1:pos:R:3:forces:R:3:lowdin_charge:R:1
H -3.02115 0.27764 0.82790 0.039 -0.089 0.022 0.07
N -2.32556 0.02717 0.12569 0.105 -0.184 0.319 0.18
C -1.17569 -0.10617 0.60813 -0.107 0.098 -0.207 -0.44
O -0.42867 0.07878 1.70324 -0.036 0.179 -0.068 0.12
C 0.22486 -0.12593 0.33473 0.047 -0.065 -0.158 -0.33
C 1.08849 -1.34166 0.19778 -0.047 -0.051 0.033 0.01
C 0.61825 1.11760 -0.44735 0.191 0.060 0.243 -0.19
O 0.06506 0.93805 -1.73423 -0.191 0.117 -0.128 -0.04
H 1.42340 -1.40987 -0.84217 -0.072 -0.019 0.144 0.10
H 1.96950 -1.24266 0.83972 -0.083 0.015 -0.090 0.09
H 0.55819 -2.25697 0.46259 0.040 0.083 0.000 0.09
H 0.23228 2.01830 0.05042 0.050 -0.148 -0.023 0.14
H 1.69995 1.22126 -0.57784 -0.143 -0.066 0.089 0.13
H -0.88947 0.79674 -1.60917 0.207 0.069 -0.175 0.08
```
Forces are in eV/Å.

## Properties
DFT total energy (eV): -9844.7786
Energy above the lowest of the compared OMol25 structures with the same formula, charge and spin (kcal per mole): 57.68
Highest occupied orbital energy (Ha): -0.3870
Gap between HOMO and LUMO (eV): 11.37